No. 1
16
Properties=species:S:1:pos:R:3:lowdin_charge:R:1 method="wB97M-V/def2-TZVPD" total_charge=0 gap_ev=11.1 lumo_energy_ev=1.003 largest_force_ha_per_bohr=0.006 relative_energy_kj_mol=107.74 smiles=CC[C@@]1(C)CO1
C 1.780 0.196 0.475 -0.096
C 0.877 0.298 -0.756 -0.179
C -0.566 0.031 -0.379 -0.529
C -0.893 -1.370 0.085 -0.016
C -1.449 1.083 0.128 -0.101
O -1.590 0.587 -1.199 -0.025
H 1.723 -0.802 0.923 0.068
H 1.471 0.920 1.239 0.079
H 2.828 0.389 0.228 0.072
H 1.192 -0.438 -1.509 0.117
H 0.965 1.287 -1.220 0.119
H -0.555 -2.118 -0.640 0.089
H -0.434 -1.584 1.056 0.082
H -1.978 -1.457 0.186 0.089
H -1.160 2.131 0.192 0.117
H -2.207 0.768 0.848 0.114

=====

No. 2
16
Properties=species:S:1:pos:R:3:lowdin_charge:R:1 method="wB97M-V/def2-TZVPD" total_charge=0 gap_ev=10.8 lumo_energy_ev=1.022 largest_force_ha_per_bohr=0.010 relative_energy_kj_mol=38.44 smiles="CCCCC=O"
C -2.367 0.375 -0.057 -0.121
C -1.126 -0.509 0.051 -0.281
C 0.162 0.298 -0.086 -0.233
C 1.421 -0.568 -0.004 -0.173
C 2.682 0.267 0.088 -0.263
O 2.806 1.190 0.858 0.045
H -3.288 -0.206 0.054 0.068
H -2.363 1.150 0.717 0.074
H -2.400 0.881 -1.029 0.072
H -1.130 -1.034 1.016 0.110
H -1.153 -1.288 -0.724 0.109
H 0.152 0.833 -1.046 0.122
H 0.219 1.061 0.698 0.116
H 1.482 -1.258 -0.854 0.112
H 1.385 -1.184 0.906 0.126
H 3.518 -0.010 -0.589 0.118

=====

No. 3
16
Properties=species:S:1:pos:R:3:lowdin_charge:R:1 method="wB97M-V/def2-TZVPD" total_charge=0 gap_ev=7.7 lumo_energy_ev=0.879 largest_force_ha_per_bohr=0.014 relative_energy_kj_mol=644.07
C -0.217 -2.037 -0.072 -0.074
C 0.556 -0.722 -0.058 -0.318
C -0.031 0.360 -1.039 -0.006
C -0.286 2.343 -0.360 -0.058
O -0.613 1.037 0.434 -0.264
C 0.241 0.150 1.157 -0.152
H -0.061 -2.595 -1.000 0.079
H 0.108 -2.667 0.767 0.081
H -1.289 -1.849 0.043 0.087
H 1.624 -0.899 -0.209 0.131
H 0.718 0.754 -1.746 0.088
H -0.944 0.097 -1.546 0.104
H -1.129 2.934 0.029 0.023
H 0.639 2.776 0.055 0.022
H 1.127 0.580 1.643 0.129
H -0.443 -0.264 1.900 0.128

=====

No. 4
16
Properties=species:S:1:pos:R:3:lowdin_charge:R:1 method="wB97M-V/def2-TZVPD" total_charge=0 gap_ev=9.3 lumo_energy_ev=1.142 largest_force_ha_per_bohr=0.037 relative_energy_kj_mol=168.01 smiles="C/C=C/OCC"
C -2.963 0.186 0.587 -0.121
C -1.773 0.274 -0.293 -0.163
C -0.658 -0.263 0.142 -0.210
O 0.548 0.140 -0.289 -0.095
C 1.594 -0.394 0.481 -0.294
C 2.852 0.224 -0.060 -0.075
H -2.810 -0.438 1.480 0.076
H -3.119 1.207 0.982 0.086
H -3.633 -0.276 -0.129 0.068
H -1.824 0.910 -1.177 0.116
H -0.697 -1.020 0.929 0.127
H 1.576 -1.485 0.366 0.122
H 1.450 -0.164 1.552 0.125
H 3.725 -0.202 0.434 0.076
H 2.835 1.308 0.092 0.082
H 2.903 0.031 -1.136 0.082

=====

No. 5
16
Properties=species:S:1:pos:R:3:lowdin_charge:R:1 method="wB97M-V/def2-TZVPD" total_charge=0 gap_ev=10.5 lumo_energy_ev=1.084 largest_force_ha_per_bohr=0.028 relative_energy_kj_mol=142.57
C -1.513 0.796 -0.176 -0.062
C -0.672 -0.232 0.591 -0.257
C -0.151 -1.620 0.069 -0.152
O 1.141 -1.339 0.617 -0.100
C 0.837 0.064 0.685 -0.347
C 1.406 0.743 -0.559 -0.050
H -1.339 1.828 0.174 0.083
H -2.591 0.632 -0.096 0.071
H -1.237 0.794 -1.234 0.070
H -1.132 -0.620 1.486 0.126
H -0.179 -1.716 -1.020 0.110
H -0.520 -2.560 0.517 0.119
H 1.259 0.530 1.586 0.144
H 2.490 0.594 -0.571 0.084
H 1.201 1.818 -0.600 0.082
H 1.001 0.288 -1.470 0.079

=====

No. 6
16
Properties=species:S:1:pos:R:3:lowdin_charge:R:1 method="wB97M-V/def2-TZVPD" total_charge=0 gap_ev=9.6 lumo_energy_ev=1.138 largest_force_ha_per_bohr=0.006 relative_energy_kj_mol=178.65 smiles="C[C@H]1C=COC1.[H][H]"
C 2.033 -0.229 0.167 -0.073
C 0.620 0.358 0.080 -0.345
C -0.173 -0.227 -1.070 -0.085
C -1.100 -1.041 -0.570 -0.169
O -1.163 -1.084 0.789 -0.084
C -0.286 -0.045 1.264 -0.139
H 2.611 0.004 -0.734 0.077
H 2.577 0.173 1.031 0.076
H 1.986 -1.319 0.265 0.087
H 0.688 1.451 0.018 0.133
H 0.046 -0.077 -2.119 0.106
H -1.810 -1.687 -1.073 0.125
H -0.913 0.792 1.593 0.121
H 0.266 -0.440 2.123 0.124
H -2.427 1.432 -0.948 0.011
H -2.955 1.940 -0.817 0.036